The following is a quantum chemistry calculation of a 5-piece molecular cluster, C32H73N2O14S4 overall, from the Open Molecules 2025 dataset.

```
125
Properties=species:S:1:pos:R:3:mulliken_charge:R:1
C 5.689 1.680 3.155 -0.5998
O 6.484 2.326 2.189 -0.3834
C 6.604 1.591 0.982 -0.3626
C 6.953 2.540 -0.147 -0.8520
C 5.906 3.615 -0.503 -0.9758
C 4.463 3.345 -0.073 -0.3710
C 3.767 2.251 -0.885 0.9929
C 2.257 2.259 -0.650 -1.2552
C 1.310 1.397 -1.551 5.0989
C 0.241 2.356 -2.115 -1.8646
C 0.765 3.489 -3.013 -0.3461
C -0.135 4.727 -2.980 -1.1926
C -0.141 5.456 -1.628 -0.4664
N -1.163 4.930 -0.723 -0.3630
C 1.967 0.663 -2.742 -3.2378
C 2.335 -0.814 -2.558 2.0476
C 2.776 -1.371 -3.916 -1.8529
C 3.448 -1.076 -1.540 -2.0262
N 1.115 -1.569 -2.152 0.6269
O 1.303 -2.821 -1.991 -0.5949
C 0.052 -0.915 -1.317 2.1353
C -1.159 -0.634 -2.220 -2.1568
C -0.374 -1.880 -0.213 -2.1093
C 0.623 0.345 -0.652 -3.7548
H 6.012 0.646 3.321 0.2997
H 5.796 2.235 4.086 0.2501
H 4.631 1.670 2.862 0.1911
H 5.679 1.035 0.785 0.1934
H 7.406 0.848 1.087 0.4719
H 7.203 1.937 -1.025 0.3523
H 7.881 3.036 0.151 0.3964
H 5.905 3.761 -1.588 0.3698
H 6.224 4.565 -0.070 0.4201
H 4.433 3.106 0.994 0.1339
H 3.894 4.273 -0.191 0.4676
H 4.168 1.280 -0.597 -0.8680
H 4.000 2.400 -1.944 0.4229
H 1.929 3.300 -0.698 -0.4552
H 2.084 1.963 0.391 0.4136
H -0.332 2.778 -1.286 0.0915
H -0.472 1.779 -2.709 0.6450
H 1.780 3.784 -2.720 0.2918
H 0.837 3.131 -4.045 0.4414
H -1.164 4.430 -3.205 0.3370
H 0.175 5.423 -3.766 0.4406
H 0.835 5.331 -1.148 0.1713
H -0.257 6.532 -1.804 0.4094
H -2.007 5.485 -0.686 0.1801
H -0.833 4.790 0.221 0.1569
H 2.849 1.184 -3.116 0.4980
H 1.246 0.685 -3.568 0.6691
H 1.910 -1.543 -4.558 0.4461
H 3.299 -2.322 -3.802 0.3253
H 3.444 -0.666 -4.413 0.4277
H 4.358 -0.572 -1.872 0.3310
H 3.638 -2.147 -1.483 0.6556
H 3.202 -0.713 -0.542 0.2443
H -1.745 -1.546 -2.349 0.4325
H -0.855 -0.290 -3.209 0.4636
H -1.801 0.133 -1.783 0.3633
H 0.468 -2.153 0.424 0.5159
H -0.813 -2.786 -0.625 0.0894
H -1.127 -1.381 0.403 0.5461
H 1.323 0.009 0.117 0.5008
H -0.202 0.831 -0.119 0.9103
O -3.838 5.873 0.843 -0.6804
S -3.236 5.650 2.126 1.2664
O -2.397 4.501 2.293 -0.5824
O -4.355 5.665 3.235 -0.2958
C -5.528 4.825 2.993 -0.4822
C -5.197 3.354 3.024 -0.7407
C -2.349 7.083 2.628 -0.9803
H -5.960 5.121 2.037 0.3309
H -6.213 5.118 3.785 0.3042
H -4.541 3.085 2.198 0.3207
H -6.112 2.768 2.946 0.3023
H -4.696 3.090 3.956 0.2392
H -2.986 7.954 2.502 0.3286
H -1.479 7.143 1.976 0.3285
H -2.043 6.958 3.663 0.3308
O -8.016 -0.229 5.330 -0.6864
S -7.065 -0.516 4.295 1.1683
O -6.869 0.454 3.258 -0.5650
O -7.407 -1.924 3.659 -0.2453
C -8.773 -2.149 3.218 -0.4026
C -9.100 -1.430 1.930 -0.9645
C -5.503 -0.931 4.976 -0.6905
H -9.445 -1.866 4.030 0.3606
H -8.819 -3.228 3.094 0.2682
H -9.088 -0.349 2.058 0.2838
H -10.097 -1.732 1.606 0.3923
H -8.384 -1.690 1.151 0.2585
H -5.639 -1.689 5.743 0.3472
H -5.113 -0.010 5.405 0.3775
H -4.857 -1.291 4.179 0.1148
O -1.893 -4.592 3.757 -0.6780
S -2.041 -3.302 3.153 1.1983
O -3.354 -2.728 3.087 -0.6158
O -1.386 -3.319 1.715 -0.1254
C -1.786 -4.377 0.797 -0.3753
C -3.165 -4.160 0.219 -0.9830
C -0.940 -2.147 3.889 -0.9393
H -1.702 -5.330 1.321 0.5323
H -1.019 -4.339 0.027 0.1862
H -3.938 -4.230 0.982 0.3551
H -3.348 -4.926 -0.536 0.4091
H -3.236 -3.180 -0.252 0.2555
H 0.055 -2.583 3.919 0.3233
H -1.313 -1.967 4.895 0.4046
H -0.957 -1.231 3.304 0.2774
O 3.969 -5.900 -1.866 -0.6395
S 3.027 -6.607 -2.684 1.2197
O 2.609 -7.913 -2.267 -0.6432
O 3.596 -6.672 -4.168 -0.2752
C 4.953 -7.157 -4.336 -0.3783
C 5.071 -8.655 -4.167 -0.9761
C 1.626 -5.610 -3.018 -0.5831
H 5.599 -6.615 -3.644 0.3445
H 5.204 -6.852 -5.350 0.2706
H 4.854 -8.962 -3.146 0.3044
H 6.091 -8.955 -4.415 0.3893
H 4.382 -9.173 -4.834 0.2596
H 1.959 -4.629 -3.340 0.0848
H 1.077 -5.520 -2.084 0.1732
H 1.026 -6.109 -3.775 0.4379
```

E_tot (a.u.): -4018.5699
2S+1: 2
⟨S²⟩: 0.754
LUMO energy (alpha / beta) (eV): 0.283 / 0.282